# 1
Computed, not measured: a molecular structure, CaO24Pd3S6, with ωB97M-V with the def2-TZVPD basis set.

The geometry in ORCA input format:
```
! wB97M-V def2-TZVPD RIJCOSX def2/J DEFGRID3
* xyz -4 7
Pd 9.603 10.123 7.221
Pd 12.140 9.350 4.379
Pd 8.898 8.917 10.188
Ca 8.083 6.322 6.807
S 11.260 10.883 9.258
S 12.596 10.646 2.307
S 10.818 7.267 5.535
S 8.464 6.092 10.226
S 6.786 9.708 7.789
S 5.719 4.077 6.184
O 12.131 11.393 3.496
O 12.416 10.939 10.153
O 9.058 6.897 9.140
O 12.534 11.354 1.053
O 9.611 6.811 4.855
O 11.164 12.125 8.541
O 9.414 5.485 11.082
O 5.104 4.766 5.075
O 12.068 6.957 4.864
O 10.734 6.674 6.922
O 11.267 9.635 8.491
O 10.718 8.779 5.580
O 7.696 8.644 7.041
O 5.410 9.569 7.245
O 6.842 9.395 9.218
O 11.644 9.374 2.226
O 5.249 4.068 7.592
O 7.413 5.105 9.766
O 7.703 7.327 10.927
O 13.985 10.218 2.707
O 7.410 11.007 7.584
O 9.852 10.800 9.866
O 7.139 4.501 6.290
O 5.868 2.660 5.701
*
```

Computed properties:
⟨S²⟩: 12.017
Gap between HOMO and LUMO (alpha / beta) (Ha): 0.1917 / 0.1254
F_max (hartree/bohr): 0.1238
E (hartree): -5256.14945
E_HOMO (alpha / beta) (eV): 2.43 / 2.43

# 2
Computed, not measured: 2 unconnected molecules or ions with the total composition C21H23F3NO8S3, with ωB97M-V with the def2-TZVPD basis set.

The geometry in ORCA input format:
```
! wB97M-V def2-TZVPD RIJCOSX def2/J DEFGRID3
* xyz -1 1
S -0.172 0.937 1.265
S -1.997 3.419 2.150
S -3.079 0.766 1.246
F 1.500 1.167 -0.728
F 1.072 3.072 0.295
F -0.375 2.236 -1.123
O 4.324 -2.606 1.310
O -0.060 -3.853 0.943
O 1.417 -3.562 -0.779
O -2.928 3.162 3.219
O 3.225 -1.739 -0.488
O -3.086 -0.192 2.319
O -4.214 1.611 0.990
O -0.654 3.865 2.411
N -1.726 1.794 1.341
C -2.007 5.840 0.979
C -0.960 -1.265 -1.471
C 2.198 -3.390 2.671
C -2.675 4.615 0.970
C 0.527 1.926 -0.158
C 3.208 -2.317 0.600
C -2.496 6.898 0.213
C -1.479 -0.852 -2.697
C -3.818 4.448 0.187
C 6.714 -2.848 1.392
C -2.614 -0.006 -0.296
C 0.730 -3.942 -3.016
C -3.174 0.425 -1.495
C -1.604 -0.966 -0.286
C 1.022 -3.461 0.518
C -2.606 -0.024 -2.687
C 5.549 -2.340 0.590
C 2.037 -2.816 1.337
C -3.622 6.732 -0.602
C 0.581 -4.411 -1.606
C -4.297 5.506 -0.591
H -1.114 5.959 1.587
H 6.655 -3.926 1.531
H -0.032 -1.832 -1.412
H 1.203 -3.445 3.115
H 2.857 -2.786 3.291
H -1.331 -1.485 0.638
H -3.036 0.290 -3.633
H -1.039 -1.190 -3.640
H 0.490 -2.882 -3.109
H 2.617 -4.412 2.617
H 5.484 -2.860 -0.373
H -0.459 -4.336 -1.268
H 0.036 -4.502 -3.640
H 0.956 -5.439 -1.485
H 1.741 -4.130 -3.376
H 5.620 -1.256 0.436
H -4.330 3.492 0.183
H -1.991 7.858 0.275
H -3.974 7.556 -1.230
H 7.632 -2.631 0.852
H -4.014 1.121 -1.474
H -5.210 5.376 -1.175
H 6.777 -2.369 2.370
*
```

Computed properties:
Gap between HOMO and LUMO (Ha): 0.1823
F_max (hartree/bohr): 0.0600
E (hartree): -2964.83677
E_HOMO (eV): -3.05

# 3
Computed, not measured: a molecular structure, C45H40F3N4SbTi, with ωB97M-V with the def2-TZVPD basis set.

The geometry in ORCA input format:
```
! wB97M-V def2-TZVPD RIJCOSX def2/J DEFGRID3
* xyz 1 2
Sb -0.280 -0.272 -1.531
Ti -0.056 -0.240 1.399
F -4.194 3.043 -5.023
F 5.338 1.032 -3.828
F -0.784 -5.873 -4.201
N 0.671 -2.237 0.948
N 2.573 -1.384 2.012
N 1.858 -0.310 1.878
N 0.487 1.657 0.991
C 0.675 -2.933 -2.725
C -3.339 2.329 -4.277
C 2.670 0.586 -1.454
C -0.677 -4.658 -3.645
C -0.050 2.648 0.143
C 3.110 0.404 -4.195
C -1.517 2.240 3.316
C 3.899 2.409 3.323
C 3.932 0.860 -1.961
C 0.021 -3.289 0.426
C -3.850 1.467 -3.323
C -0.458 -2.157 -2.501
C -1.430 2.776 0.008
C 0.224 4.376 -1.519
C -1.583 0.859 -2.745
C -3.551 0.458 1.506
C 1.817 -4.778 0.940
C 1.587 1.997 1.770
C 1.899 -2.453 1.473
C 3.104 3.482 2.907
C 2.505 -3.716 1.477
C -0.243 -2.691 3.827
C -1.978 3.713 -0.855
C 0.577 -4.188 -3.304
C -1.981 2.486 -4.480
C -1.105 1.744 -3.702
C 3.531 1.120 2.997
C 1.861 0.127 -3.667
C -2.761 -2.520 1.858
C 0.440 0.291 4.730
C -1.154 4.524 -1.615
C -2.310 -0.002 2.216
C -1.947 -1.370 2.368
C -0.523 -0.115 3.657
C -1.703 -2.662 -2.863
C 0.545 -4.561 0.404
C 0.777 3.448 -0.655
C 4.124 0.767 -3.326
C -2.957 0.738 -2.557
C 1.968 3.293 2.147
C -1.827 -3.917 -3.435
C -1.434 0.774 3.013
C 2.373 0.932 2.245
C -0.857 -1.441 3.275
C 1.626 0.223 -2.295
H 4.099 0.261 3.322
H -3.533 0.250 0.435
H 3.491 -3.816 1.904
H -0.355 -3.535 3.148
H -0.526 2.696 3.358
H 2.510 0.663 -0.388
H 1.850 3.334 -0.605
H -2.602 -2.074 -2.719
H 1.377 4.141 1.835
H -2.211 -3.458 1.869
H -3.357 0.078 -1.792
H 2.256 -5.764 0.933
H 1.448 -4.797 -3.495
H -2.076 2.138 0.593
H 1.068 -0.178 -4.341
H 3.310 0.339 -5.254
H 4.783 2.587 3.914
H -4.919 1.384 -3.192
H 4.754 1.138 -1.319
H -1.578 5.254 -2.288
H 0.877 4.989 -2.124
H 3.384 4.488 3.184
H -2.103 2.790 2.583
H -0.955 -3.085 0.002
H 1.051 1.150 4.449
H -1.630 3.183 -5.225
H -0.731 -2.960 4.767
H -3.053 3.795 -0.938
H -3.133 -2.348 0.847
H 1.111 -0.525 4.999
H -4.420 -0.057 1.923
H 0.819 -2.563 4.039
H -0.041 1.888 -3.839
H -0.027 -5.362 -0.036
H -3.633 -2.655 2.503
H -1.984 2.383 4.294
H -0.119 0.571 5.627
H 1.657 -2.563 -2.453
H -3.716 1.526 1.636
H -2.784 -4.318 -3.732
*
```

Computed properties:
Energy relative to the best compared isomer or geometry (same formula, charge and spin) (kcal per mole): 0.0
⟨S²⟩: 0.791
Gap between HOMO and LUMO (alpha / beta) (Ha): 0.2406 / 0.2093
F_max (hartree/bohr): 0.0206
E (hartree): -3346.99797
E_HOMO (alpha / beta) (eV): -9.99 / -10.09